1.
A molecular structure, C49H43GeN2O3PtSi in a non-equilibrium geometry, computed with ωB97M-V/def2-TZVPD.

- Spin multiplicity: 1
- Energy relative to the best compared isomer or geometry (same formula, charge and spin): 45.31 kcal per mole
- HOMO-LUMO gap: 6.24 eV
- Total charge: -1

Each line ends with the Löwdin charge.
Geometry (Å):
Pt -1.1925 -0.9396 0.6324  1.03
O -5.6705 3.7758 -2.0651  -0.06
C -5.2150 3.8104 -0.6967  -0.20
C -4.2852 2.6548 -0.4272  -0.17
C -4.4682 1.8241 0.7354  -0.03
C -3.6018 0.8376 1.0333  -0.13
N -2.4952 0.5527 0.2481  -0.11
C -2.3047 1.3833 -0.9453  -0.13
C -3.2068 2.4188 -1.2683  0.05
C -1.1003 1.0495 -1.6730  -0.16
C -0.6695 1.6346 -2.8757  0.05
C 0.5257 1.1907 -3.4119  -0.17
C 1.0418 1.7210 -4.7398  -0.20
O 0.4273 2.9867 -5.0511  -0.07
C 1.2989 0.2076 -2.6793  0.01
C 0.8192 -0.3000 -1.4886  -0.17
N -0.3643 0.0302 -1.0005  -0.08
H -6.1472 4.5905 -2.2468  0.08
H -6.0653 3.7639 -0.0004  0.12
H -4.6689 4.7474 -0.5077  0.13
H -5.3087 1.9947 1.4019  0.11
H -3.7139 0.2151 1.9001  0.10
H -3.0522 3.0345 -2.1454  0.12
H -1.2463 2.4051 -3.3688  0.11
H 0.8120 0.9887 -5.5301  0.12
H 2.1337 1.8184 -4.6808  0.11
H 0.8150 3.3249 -5.8617  0.08
H 2.2763 -0.1115 -3.0275  0.12
H 1.3409 -1.0292 -0.8521  0.12
C -0.9139 -2.3679 1.6427  -0.60
Ge -1.3633 -4.1096 1.0506  0.88
C -3.2618 -4.3120 0.4279  -0.27
C -3.6471 -5.5061 -0.2005  -0.11
C -4.9565 -5.6975 -0.6785  -0.10
C -5.8981 -4.6948 -0.5387  -0.12
C -5.5358 -3.5027 0.0790  -0.08
C -4.2137 -3.3200 0.5600  -0.11
C -1.0566 -5.5628 2.3727  -0.27
C 0.2446 -5.7239 2.8878  -0.12
C 0.5334 -6.7017 3.8269  -0.10
C -0.4774 -7.5443 4.2892  -0.11
C -1.7748 -7.3888 3.7991  -0.10
C -2.0494 -6.4050 2.8486  -0.11
C -0.3178 -4.6282 -0.5392  -0.28
C 0.3370 -5.8483 -0.6437  -0.10
C 1.0650 -6.1922 -1.7875  -0.10
C 1.1383 -5.3051 -2.8416  -0.11
C 0.4788 -4.0852 -2.7415  -0.08
C -0.2430 -3.7624 -1.5876  -0.13
H -0.3294 -2.2754 2.4841  -0.11
H -2.9145 -6.2982 -0.3347  0.10
H -5.2270 -6.6345 -1.1686  0.10
H -6.9133 -4.8367 -0.9144  0.10
H -6.2664 -2.7024 0.1888  0.09
H -3.9137 -2.4267 1.0123  0.04
H 1.0359 -5.0729 2.5485  0.10
H 1.5498 -6.8075 4.2072  0.10
H -0.2563 -8.3139 5.0300  0.09
H -2.5763 -8.0365 4.1590  0.10
H -3.0621 -6.2967 2.4774  0.09
H 0.2900 -6.5588 0.1830  0.09
H 1.5732 -7.1550 -1.8437  0.10
H 1.7063 -5.5574 -3.7381  0.10
H 0.5261 -3.3702 -3.5583  0.10
H -0.7302 -2.8398 -1.5252  0.05
O 2.2765 1.3433 0.0734  -0.33
Si 2.7801 2.7528 0.4909  0.38
C 4.0765 2.7480 1.9120  -0.21
C 3.8047 3.1636 3.2140  -0.10
C 4.7732 3.0967 4.2174  -0.11
C 6.0445 2.6081 3.9301  -0.12
C 6.3347 2.1884 2.6425  -0.11
C 5.3649 2.2585 1.6561  -0.11
C 1.3651 3.8882 1.0894  -0.21
C 1.4499 5.2723 1.2691  -0.09
C 0.3553 6.0108 1.7033  -0.11
C -0.8484 5.3639 1.9667  -0.11
C -0.9367 3.9849 1.7904  -0.09
C 0.1636 3.2825 1.3553  -0.11
C 3.6474 3.7921 -0.8731  -0.20
C 3.2860 3.5733 -2.2047  -0.09
C 3.8248 4.3210 -3.2378  -0.11
C 4.7551 5.3196 -2.9663  -0.12
C 5.1332 5.5567 -1.6488  -0.11
C 4.5812 4.7962 -0.6215  -0.11
H 2.8203 3.5467 3.4548  0.09
H 4.5320 3.4250 5.2234  0.09
H 6.8024 2.5537 4.7076  0.09
H 7.3238 1.8010 2.4056  0.09
H 5.6116 1.9231 0.6524  0.10
H 2.3861 5.7890 1.0580  0.10
H 0.4408 7.0888 1.8358  0.09
H -1.7105 5.9303 2.3121  0.09
H -1.8621 3.4644 1.9993  0.09
H 0.1069 2.2586 1.2217  0.06
H 2.5621 2.8054 -2.4129  0.07
H 3.5151 4.1309 -4.2613  0.09
H 5.1826 5.9093 -3.7745  0.09
H 5.8625 6.3314 -1.4214  0.09
H 4.9004 4.9823 0.4001  0.10


2.
A single C4H9N3S molecule in a non-equilibrium geometry, computed with ωB97M-V/def2-TZVPD.

- Spin multiplicity: 1
- Energy relative to the best compared isomer or geometry (same formula, charge and spin): 126.39 kcal per mole
- HOMO-LUMO gap: 8.72 eV

Each line ends with the Löwdin charge.
Geometry (Å):
C -3.4454 -0.9955 0.2469  -0.18
C -1.8800 -1.0280 0.0556  -0.22
C -1.3555 0.1977 -0.2720  -0.24
C 0.9403 -0.5939 -0.5230  -0.21
H -3.9273 -1.3655 -0.8750  0.11
H -3.8347 0.2155 0.5529  0.13
H -3.4634 -1.9286 1.1593  0.12
H -1.3224 -1.9926 0.3722  0.12
H -1.9925 0.9971 -0.4474  0.06
H 0.2848 1.8417 1.4839  -0.09
H 0.5404 -1.2972 -1.1855  0.10
H 2.6107 -2.2602 -0.5428  0.05
H 3.6919 -1.5816 0.3376  0.02
N 0.0328 0.5501 -0.4181  -0.50
N 2.0856 -0.5675 0.1336  -0.03
N 2.7737 -1.8325 0.3330  0.02
S 0.4757 2.1775 0.1101  0.73